Record 1
63
Properties=species:S:1:pos:R:3:forces:R:3:nbo_charge:R:1 method="wB97M-V/def2-TZVPD" smiles="COc1ccc(Nc2ncc(C(=O)N3CCN(c4ccccc4OC)CC3)c3ccccc23)cc1" lumo_energy_ev=0.39 homo_energy_ev=-7.38 de_lowest_kcal_mol=65.4
O -2.448 -3.031 1.779 0.0512 -0.1875 0.2295 -0.623
C -4.592 4.361 0.490 -0.1362 -0.0056 -0.0282 -0.218
H -6.617 3.927 -0.047 -0.0811 0.0319 -0.0059 0.212
C -4.329 -1.980 0.097 -0.1827 -0.1104 0.2356 -0.221
H -1.168 -4.896 0.378 -0.0940 -0.0569 0.0374 0.230
O 5.975 3.595 -0.013 -0.2845 -0.0459 0.0129 -0.495
C -4.072 1.682 -0.141 0.0385 0.1551 0.0655 0.101
H -5.649 -0.291 0.322 -0.0015 -0.0303 -0.0948 0.223
H 7.613 4.739 -0.049 0.0409 -0.0876 -0.0034 0.200
H -5.349 -0.734 -1.375 -0.0575 0.0690 0.0716 0.166
C -0.119 -4.683 0.240 0.0432 -0.1567 0.0001 -0.215
H 7.777 3.228 -0.976 -0.0085 0.0021 0.0400 0.173
H 4.014 -2.085 -0.059 -0.1856 0.1858 0.0095 0.392
C 2.580 -4.102 -0.078 0.0861 -0.0891 -0.0240 -0.173
H 7.160 1.124 -0.102 0.0886 0.0289 -0.0035 0.219
H -6.155 1.602 -0.625 -0.0321 -0.1047 -0.0326 0.212
N -3.803 0.335 -0.402 0.0557 -0.1221 0.2028 -0.439
N 1.180 -0.688 0.383 0.8353 -0.0087 -0.0653 -0.522
H -4.432 -2.093 1.178 -0.0509 0.0157 -0.1737 0.242
H -1.509 -1.673 -1.681 -0.1677 0.0074 -0.0601 0.234
C -4.885 -0.623 -0.380 0.0217 -0.0805 -0.0496 -0.228
H -3.204 0.358 -2.431 0.0453 -0.0250 0.0746 0.170
C -0.609 -2.271 0.480 0.2834 0.5558 0.2358 -0.224
H 0.453 -6.721 0.018 -0.0561 -0.0675 -0.0003 0.216
O -1.793 1.963 0.446 -0.4720 -0.1114 -0.0562 -0.524
C 3.307 1.147 0.064 -0.0839 0.0459 -0.0235 -0.180
H 2.845 -6.202 -0.274 0.0690 -0.0286 -0.0101 0.216
C -2.558 -1.475 -1.461 0.0525 0.1170 -0.2770 -0.227
H -4.868 -2.803 -0.391 -0.0004 0.0493 0.0791 0.189
H -0.762 -0.153 0.717 -0.2280 0.0502 0.0071 0.212
C 2.140 -5.399 -0.118 0.2723 0.0924 -0.0070 -0.221
C 5.384 -0.041 -0.040 -0.2921 -0.0502 0.0275 -0.217
C -2.833 0.041 -1.440 0.1704 0.0434 -0.2084 -0.226
C 6.083 1.152 -0.054 0.1349 0.2843 -0.0102 -0.296
H -4.781 5.394 0.737 -0.0134 0.0852 0.0212 0.213
C 1.682 -3.037 0.127 -0.4751 -0.1184 0.0486 -0.148
C -5.614 3.543 0.057 -0.0350 0.1811 0.0526 -0.226
C 0.782 -5.693 0.046 -0.1940 0.0782 -0.0020 -0.179
C -0.110 -0.995 0.536 -0.6396 -0.8159 -0.0331 0.065
H 3.477 3.278 0.084 -0.0811 0.1172 0.0011 0.220
C 5.395 2.359 -0.006 -0.1950 -0.0273 0.0076 0.286
H -3.168 -1.958 -2.235 0.0975 0.0257 0.0337 0.191
N -2.916 -2.061 -0.198 -0.1231 -0.0651 -0.0540 -0.424
C 4.001 2.336 0.051 0.4648 0.0831 -0.0238 -0.255
C -5.349 2.221 -0.262 0.1355 -0.1003 -0.0494 -0.238
H -0.946 3.137 1.934 0.0009 -0.0041 -0.0451 0.181
N 3.371 -1.311 0.026 0.2257 -0.8390 -0.0728 -0.558
C -2.058 -2.501 0.753 -0.0144 0.0239 -0.1143 0.681
H -0.516 3.590 0.259 -0.0206 -0.0295 0.0400 0.177
H 5.937 -0.971 -0.077 0.0442 -0.0959 0.0021 0.201
C 0.305 -3.341 0.288 0.2818 0.2279 -0.0403 0.085
H -2.522 4.504 0.961 0.1041 0.0134 0.0309 0.217
H 7.838 3.196 0.810 -0.0109 0.0034 -0.0381 0.174
H -1.919 0.591 -1.223 -0.0574 -0.0636 -0.1048 0.228
C -3.034 2.528 0.314 0.0451 -0.0014 -0.0514 0.350
H 2.232 1.135 0.109 0.0774 0.0832 -0.0057 0.247
H 0.130 2.092 0.975 -0.0070 0.0571 0.0155 0.205
H 3.637 -3.917 -0.209 0.0485 -0.0391 -0.0190 0.194
C -3.307 3.853 0.612 0.2356 -0.0289 0.0220 -0.300
C 3.993 -0.067 0.024 0.2929 0.4858 0.0110 0.117
C -0.734 2.754 0.931 0.1644 0.1586 0.0873 -0.254
C 2.061 -1.647 0.183 -0.4130 0.2340 0.0923 0.442
C 7.377 3.676 -0.060 0.1868 0.0054 -0.0078 -0.251

Record 2
67
Properties=species:S:1:pos:R:3:forces:R:3:nbo_charge:R:1 method="wB97M-V/def2-TZVPD" lumo_energy_ev="-0.10 / -0.10" homo_energy_ev="-6.74 / -6.74" de_lowest_kcal_mol=37.4
C 1.817 -1.832 -1.243 0.1089 0.5219 0.0898 0.023
H 0.129 5.473 -1.702 -0.0017 0.0124 0.0031 0.228
O 0.166 -0.143 1.385 0.0026 0.2489 -0.1739 -0.782
N 0.239 2.131 -0.702 -0.1126 -0.5946 0.1023 -0.356
H 3.738 -0.951 2.916 -0.0012 0.0057 0.0012 0.233
C 0.566 -3.581 0.090 -0.3282 0.1536 -0.0640 0.102
H -0.537 7.714 -0.879 0.0003 0.0011 0.0003 0.223
H -0.054 -0.024 -5.859 -0.0010 0.0026 0.0062 0.226
H 2.070 -4.652 -1.066 0.0140 0.0125 0.0001 0.204
C -3.177 -0.691 0.140 -0.3071 -0.3008 0.1377 0.261
C -0.090 -0.037 -3.721 -0.0026 0.0883 -0.0202 0.071
N -2.512 -1.793 0.591 -0.0472 0.0624 0.0527 -0.558
C -0.042 3.185 -0.351 -0.0357 0.1276 0.0738 0.405
H -0.656 -0.211 2.788 -0.0362 -0.0110 -0.1410 0.509
O -0.689 -0.426 3.747 0.0076 -0.0245 0.2361 -0.713
N -4.496 -0.563 0.456 0.3477 0.1033 -0.1706 -0.449
H -2.438 -3.584 1.612 -0.0599 0.0955 -0.0011 0.242
H 0.070 -4.254 2.077 -0.0113 -0.0047 0.0263 0.201
C -3.080 -2.762 1.321 -0.0987 -0.1736 0.1641 0.127
S -2.331 0.413 -0.785 -0.3113 0.3446 -0.2025 -0.117
H -6.105 -1.356 1.401 0.0253 -0.0210 -0.0041 0.202
H 2.749 -2.402 -1.262 -0.2253 -0.4269 0.2408 0.196
C 1.389 -0.553 1.730 0.1660 -0.0442 0.0171 0.521
C 3.202 -1.120 4.991 -0.0508 0.0013 -0.0068 -0.264
H -1.707 5.987 2.862 0.0000 -0.0016 0.0027 0.225
H 2.866 -2.444 -3.833 -0.0007 0.0012 0.0050 0.227
C 1.477 -1.350 -2.631 0.1281 -0.1695 -0.0650 0.274
H 4.214 -1.296 5.331 0.0038 0.0006 -0.0020 0.210
H -0.718 -5.358 0.191 -0.0078 -0.0027 0.0131 0.193
C 1.482 -1.281 -5.010 -0.0087 0.0045 -0.0162 -0.144
C 2.942 -0.924 3.648 0.0288 -0.0039 0.0274 -0.146
C -1.162 6.985 1.042 0.0032 0.0051 -0.0063 -0.179
N 2.294 -0.887 0.883 -0.1482 -0.0040 0.0517 -0.390
H -1.519 -3.898 -0.439 0.0808 -0.1306 -0.0873 0.189
H 1.224 -2.925 2.067 -0.0295 -0.0820 -0.0358 0.240
C 0.333 -3.315 1.582 -0.0226 0.0118 0.0738 -0.629
H 1.890 -1.587 -5.964 -0.0049 0.0001 0.0037 0.220
C -0.937 4.621 1.408 -0.0422 -0.0184 0.1147 -0.101
C -4.396 -2.661 1.641 -0.0526 0.0941 -0.0248 -0.353
N 0.444 -0.501 -2.596 -0.1666 0.1723 -0.2436 -0.398
H 2.718 -3.798 0.356 -0.0318 -0.0057 0.0119 0.224
N 0.551 -2.397 -0.808 -0.2051 0.6179 -0.0321 -0.628
C -0.648 6.848 -0.241 0.0063 -0.0315 -0.0089 -0.209
H -4.896 -3.415 2.226 -0.0280 0.0215 0.0051 0.240
H -1.043 3.746 2.035 0.0048 0.0036 -0.0042 0.231
H -0.928 0.639 -3.611 -0.0044 -0.0076 -0.0046 0.216
C 0.403 -0.409 -4.959 0.0044 -0.0055 0.0294 -0.268
H 0.024 -0.824 6.156 -0.0005 -0.0001 -0.0006 0.217
C -0.585 -4.465 -0.426 0.0545 -0.0095 -0.0203 -0.598
C 2.028 -1.760 -3.831 0.0597 0.0417 0.0235 -0.243
N 1.957 -0.604 -0.438 0.3553 0.6962 -0.5681 -0.356
H 1.787 -5.280 0.561 -0.0130 -0.0189 -0.0209 0.214
C -1.306 5.876 1.864 0.0015 -0.0314 -0.0080 -0.223
Rh 0.051 -0.223 -0.631 0.6644 -1.1134 0.5413 0.843
H -1.525 -1.836 0.337 0.1813 -0.0697 -0.0802 0.480
H -0.385 -4.775 -1.452 -0.0081 0.0311 0.0018 0.216
C -0.275 5.598 -0.707 0.0064 0.0626 -0.0342 -0.159
H 2.335 -1.243 6.956 0.0001 0.0002 -0.0006 0.208
C -0.422 4.491 0.123 0.1096 -0.1400 -0.1417 -0.198
H -0.470 -2.597 1.763 0.1865 -0.0737 0.0585 0.190
C 0.597 -0.653 4.111 -0.1229 0.0365 0.0517 0.407
C -5.054 -1.506 1.170 -0.0992 -0.0776 0.0817 0.140
H -1.453 7.963 1.402 0.0005 0.0006 -0.0010 0.221
C 1.646 -0.693 3.184 0.0324 0.0452 -0.0446 -0.226
C 0.857 -0.857 5.465 0.0266 -0.0051 0.0211 -0.304
C 2.147 -1.089 5.900 0.0229 -0.0069 -0.0131 -0.185
C 1.871 -4.367 -0.030 -0.0067 -0.0177 -0.0213 -0.626

Record 3
59
Properties=species:S:1:pos:R:3:forces:R:3:nbo_charge:R:1 method="wB97M-V/def2-TZVPD" lumo_energy_ev=-2.33 homo_energy_ev=-6.55 de_lowest_kcal_mol=48.1
C 1.943 -1.470 -1.703 -0.2308 -0.0019 -0.1091 -0.187
H 1.806 -2.871 -4.823 -0.0288 0.0929 0.3287 0.219
H -1.554 2.535 1.403 0.0072 0.1545 -0.1783 0.222
C -1.029 -0.646 2.702 -0.9184 -0.1017 0.6146 -0.137
H 4.627 -1.014 4.157 -0.3459 0.1119 0.0601 0.222
H -2.953 -1.620 5.373 0.0491 0.0377 -0.3230 0.220
H -4.184 0.008 1.550 0.2248 0.0127 0.2898 0.246
C -3.419 -0.314 2.259 0.1142 -0.0189 0.1543 -0.199
H 3.451 -2.041 -3.129 -0.3236 -0.0127 0.0627 0.219
H -2.064 3.879 0.361 0.1356 -0.1764 0.1082 0.236
H -0.207 0.427 -7.108 0.0527 -0.0039 -0.0219 0.211
C -1.773 2.046 -0.673 -0.1181 -0.8725 -0.0856 0.484
H -1.609 1.458 -5.351 0.0378 -0.2605 0.0094 0.183
O -2.930 1.600 -0.712 0.3664 0.6583 0.4433 -0.619
C 1.096 0.592 4.418 0.0866 -0.1854 -0.2085 -0.110
H -1.041 -1.143 -0.030 0.2895 0.0052 -0.0095 0.233
C 0.662 2.025 -1.499 0.9737 0.6206 -0.1303 -0.651
C 1.464 -2.459 -3.872 -0.2716 0.1631 0.2080 -0.178
C 0.026 -0.967 -0.142 -0.6563 -0.1728 -0.9605 -0.042
C 3.634 -0.566 4.236 -0.2126 0.1083 0.0570 -0.215
H 0.754 3.117 -1.376 0.3163 -0.3008 -0.0657 0.207
C 3.331 0.287 5.307 -0.2428 -0.0448 -0.2995 -0.185
O -2.256 0.336 -2.964 0.7212 0.5770 -0.3029 -0.619
C 2.381 -1.996 -2.920 0.0044 0.1625 0.1830 -0.225
H 1.174 1.726 -2.424 0.0762 0.2195 0.4813 0.245
C 0.560 -1.397 -1.413 0.2661 -0.0225 -0.6363 -0.051
C -0.349 -1.816 -2.417 -0.1040 -0.4453 0.5504 -0.152
H -1.361 -0.280 -5.023 -0.0158 0.2312 -0.0779 0.194
C 0.370 -0.526 2.297 0.0651 0.0706 -1.3613 0.149
H -0.353 3.370 0.376 -0.2498 -0.0826 0.0518 0.208
H 1.151 1.530 -0.642 0.1015 0.3860 -0.1978 0.196
C -3.746 -0.816 3.521 0.4056 -0.0251 -0.1127 -0.175
C -0.743 1.628 -1.596 -1.3628 -1.2460 -0.4849 -0.271
C -1.209 0.954 -2.827 -0.3559 -0.2792 1.3076 0.751
C -1.388 -1.187 3.967 0.1804 0.1393 -0.2342 -0.170
H -4.789 -0.876 3.836 0.3108 0.0028 -0.0689 0.221
C 0.091 -2.368 -3.609 0.2331 0.1142 -0.0745 -0.226
C -2.717 -1.242 4.377 0.0291 0.0269 -0.2201 -0.225
H 2.662 -1.116 -0.960 -0.1262 -0.1949 -0.3670 0.207
H 0.737 1.621 -6.209 0.0128 -0.1279 0.0264 0.211
C 0.797 -0.616 0.954 0.3236 0.2532 1.5505 -0.245
H 2.894 -1.547 2.454 -0.0052 0.2321 0.2818 0.220
C -1.388 3.017 0.430 -0.0532 0.2269 0.1020 -0.711
H 0.970 -0.121 -5.905 -0.0443 0.1171 0.0230 0.208
H -0.597 -1.571 4.617 -0.3114 0.1567 -0.1424 0.223
C 2.059 0.872 5.388 0.1412 -0.2043 -0.1927 -0.235
O -0.289 1.030 -3.833 -0.4278 -0.0083 -0.5056 -0.547
H -0.645 -2.711 -4.338 0.2737 0.1001 0.1763 0.225
C 0.233 0.654 -6.135 0.2055 0.0690 -0.1909 -0.624
C 1.379 -0.278 3.337 0.6933 0.2449 0.6411 -0.125
H 0.115 1.071 4.473 0.3254 -0.1868 -0.0062 0.220
H 1.866 -0.452 0.796 -0.3590 -0.0343 0.0443 0.209
H 1.815 1.551 6.207 0.0982 -0.2157 -0.2639 0.223
C -0.862 0.690 -5.110 0.0157 -0.1065 0.1953 -0.070
C 2.671 -0.849 3.265 -0.2758 0.1690 0.1328 -0.172
H -1.845 0.286 0.938 -0.2790 -0.0863 0.2988 0.253
H 4.082 0.499 6.071 -0.2469 -0.0690 -0.2735 0.222
H -1.417 -1.734 -2.210 0.3213 -0.0386 -0.1156 0.249
C -2.082 -0.197 1.883 0.1077 0.0611 -0.1616 -0.170